[1]
The following is a quantum chemistry calculation of an isolated ion of composition C21H21Cl2N2O2 and charge +1, from the OMol25 dataset.

Geometry (Å):
C 2.18386 3.08785 -0.14885
O 1.90199 2.22273 -1.22196
C 1.57032 0.94185 -0.96181
C 1.44538 0.38403 0.29598
C 1.10121 -0.96251 0.44781
C 0.91995 -1.51712 1.83114
N -0.41076 -1.08818 2.34732
C -0.70001 -1.39864 3.76224
C -0.66030 -0.07572 4.50467
C -0.79490 0.05801 5.87444
C -0.74950 1.33994 6.40775
C -0.57303 2.42424 5.56060
C -0.44580 2.18804 4.20103
N -0.48931 0.96611 3.69498
C 0.87564 -1.74204 -0.66909
C 0.99357 -1.19723 -1.94051
C 1.32873 0.13538 -2.10784
O 1.45644 0.77890 -3.28137
C 1.14536 0.11796 -4.48910
C -0.26045 -0.42667 -4.59810
C -0.46855 -1.63583 -5.25638
C -1.72980 -2.17736 -5.40808
C -2.82206 -1.50209 -4.88265
Cl -4.40424 -2.16357 -5.04132
C -2.65010 -0.29350 -4.22886
C -1.37641 0.24061 -4.09688
Cl -1.22715 1.76449 -3.29700
H 1.30832 3.22773 0.49433
H 3.02646 2.72667 0.44932
H 2.44922 4.04020 -0.60347
H 1.62907 0.98091 1.17608
H 1.67832 -1.12784 2.51272
H 0.96608 -2.60770 1.82332
H -0.42517 0.00242 2.40950
H -1.13357 -1.41504 1.70506
H -1.68432 -1.85916 3.87169
H 0.04225 -2.09111 4.16512
H -0.93166 -0.80601 6.50432
H -0.85111 1.48738 7.47130
H -0.53478 3.42991 5.94453
H -0.30653 2.99038 3.49061
H 0.61796 -2.78501 -0.56598
H 0.81429 -1.82580 -2.79614
H 1.86325 -0.69265 -4.67259
H 1.29632 0.88917 -5.25300
H 0.38197 -2.16145 -5.66489
H -1.86704 -3.11236 -5.92619
H -3.49941 0.23969 -3.83382

Force components x, y, z for each atom (eV/Å):
C 0.071 0.167 0.209
O -0.081 -0.323 -0.247
C -0.091 0.023 -0.147
C 0.085 0.129 -0.125
C -0.054 -0.175 -0.016
C 0.405 -0.063 -0.476
N -0.248 0.253 0.002
C -0.126 -0.309 0.492
C 0.046 0.252 -0.001
C 0.019 0.120 -0.095
C 0.007 -0.117 -0.186
C 0.003 -0.109 -0.107
C 0.003 0.383 0.260
N -0.022 -0.217 0.141
C 0.046 0.055 0.331
C 0.075 0.201 -0.234
C 0.041 0.061 0.166
O 0.254 -0.037 0.323
C -0.018 -0.069 -0.432
C -0.044 0.135 0.133
C -0.035 0.189 0.094
C -0.137 0.012 -0.002
C 0.341 0.125 0.039
Cl -0.164 -0.068 -0.016
C -0.007 -0.038 -0.026
C 0.003 -0.320 -0.183
Cl -0.193 0.240 0.048
H 0.017 -0.027 -0.018
H -0.036 -0.005 -0.020
H -0.018 -0.054 0.084
H 0.061 0.147 0.087
H -0.118 -0.034 0.095
H -0.067 0.086 0.122
H -0.036 -0.467 -0.392
H 0.058 0.086 0.122
H 0.101 0.009 -0.141
H -0.051 0.023 -0.140
H -0.015 -0.112 0.086
H -0.010 0.016 0.105
H 0.007 0.110 0.020
H 0.002 0.110 0.020
H -0.022 -0.159 0.024
H 0.002 -0.033 -0.098
H -0.085 0.093 0.014
H 0.039 -0.161 0.118
H 0.117 -0.078 -0.021
H -0.043 -0.096 -0.047
H -0.085 0.047 0.038

Output
Structure (SMILES) = COc1cc(C[NH2+]Cc2ccccn2)ccc1OCc1ccc(Cl)cc1Cl
Net charge = +1

***

[2]
The following is a quantum chemistry calculation of a 2-piece molecular cluster, C21H21ClN2O3S overall at a distorted geometry, from the OMol25 dataset.

Geometry (Å):
N -10.31849 0.57235 0.98838
C -9.16717 0.57158 0.77872
C -7.75001 0.56534 0.51585
C -7.04702 -0.64394 0.49715
C -5.67566 -0.65511 0.23758
C -5.00534 0.54275 0.00581
S -3.21429 0.52359 -0.29944
C -2.54282 0.84866 1.24601
Cl -0.92108 0.99103 1.47300
O -2.94646 -0.83138 -0.72611
O -2.98418 1.62255 -1.21149
C -5.69622 1.75152 0.01651
C -7.06882 1.76447 0.27552
H -7.56970 -1.58323 0.68778
H -5.13821 -1.59840 0.21686
H -3.20532 0.95429 2.09708
H -5.17087 2.68290 -0.17611
H -7.61265 2.71121 0.29157
C 4.32206 -1.33803 -4.35198
C 2.93992 -1.18104 -3.75256
N 3.10781 -1.12031 -2.28783
C 2.49965 -0.16831 -1.57555
C 2.52552 -0.11593 -0.17289
C 2.22648 1.02141 0.55359
C 2.36461 1.11050 1.98364
C 2.59411 2.35939 2.61303
C 2.86103 2.43735 3.97371
C 2.86175 1.27533 4.76068
C 2.58376 0.03679 4.16699
C 2.33003 -0.04819 2.80194
C 4.17351 -1.92320 -1.69372
C 4.53728 -3.03764 -2.65901
O 4.93932 -2.56196 -3.94854
H 4.27720 -1.40224 -5.44847
H 4.95084 -0.48021 -4.04167
H 2.47408 -0.25229 -4.08946
H 2.31966 -2.04892 -4.03317
H 1.95906 0.58402 -2.15891
H 2.80154 -1.02377 0.37319
H 1.96481 1.93239 0.01044
H 2.58602 3.25397 1.98733
H 3.06955 3.40694 4.42711
H 3.07394 1.33440 5.82828
H 2.56898 -0.87357 4.76797
H 2.10910 -1.01073 2.33987
H 5.07177 -1.30333 -1.50329
H 3.83506 -2.34871 -0.74424
H 5.42525 -3.57039 -2.28944
H 3.68057 -3.73387 -2.75173

Force components x, y, z for each atom (eV/Å):
N 2.406 0.002 -0.432
C -2.236 0.014 0.408
C 0.398 -0.007 -0.055
C 0.127 -0.170 -0.057
C -0.318 0.076 0.102
C 0.187 0.048 0.419
S -0.350 0.445 2.190
C -3.227 -0.182 -0.558
Cl 2.414 -0.111 0.135
O 0.388 -0.335 -0.939
O 0.370 -0.112 -0.885
C -0.345 -0.044 0.110
C 0.150 0.153 -0.086
H 0.116 0.325 -0.072
H 0.033 0.223 -0.011
H 0.075 0.045 -0.307
H -0.004 -0.212 0.027
H 0.151 -0.326 -0.013
C 0.382 -0.195 -0.317
C 0.323 -0.315 0.138
N -0.768 1.342 0.437
C 0.095 -0.548 -0.347
C -0.146 0.149 0.553
C 0.137 -0.175 -0.670
C 0.013 -0.117 1.062
C -0.066 -0.331 -0.371
C -0.050 -0.168 0.021
C -0.078 -0.053 -0.461
C -0.020 0.140 -0.033
C 0.168 0.360 -0.285
C 0.379 -0.380 -0.148
C 0.300 -0.317 -0.242
O -0.385 0.241 0.423
H -0.041 0.312 0.339
H -0.186 -0.273 -0.251
H -0.050 -0.200 0.022
H 0.049 0.401 0.189
H 0.071 -0.206 0.246
H 0.111 0.483 -0.274
H 0.084 -0.160 0.156
H 0.014 -0.163 0.269
H -0.086 -0.284 -0.114
H -0.072 -0.004 -0.294
H -0.031 0.306 -0.128
H 0.004 0.223 0.262
H -0.527 -0.040 -0.014
H 0.141 -0.016 -0.217
H -0.512 -0.026 0.093
H 0.413 0.180 -0.019

***

[3]
The following is a quantum chemistry calculation of one molecule with the formula C21H21ClN2O4 at a distorted geometry, from the OMol25 dataset.

Geometry (Å):
C -3.45516 3.49855 -4.70303
O -3.44834 4.01245 -3.30652
C -2.37209 3.28871 -2.63362
C -2.22578 1.91209 -2.48336
C -1.08786 1.36564 -1.91887
O -0.91176 -0.01284 -1.73847
C -1.61793 -0.50745 -0.55832
C -0.18701 2.26730 -1.35711
C 0.99817 1.74308 -0.73174
N 2.12758 1.32226 -1.39271
O 3.07849 0.80837 -0.52910
C 2.65925 1.32120 0.75026
C 2.78480 0.29908 1.94800
O 2.98739 0.73825 3.07305
N 2.63638 -1.04644 1.81902
C 2.50339 -1.83072 3.05529
C 1.04740 -1.92035 3.40882
C 0.42509 -2.79353 2.37280
C -0.49705 -3.73981 2.72971
C -1.20188 -4.68754 1.88820
C -0.69945 -4.53549 0.48505
C 0.30846 -3.59822 0.15939
C 0.81115 -2.69624 1.00851
C 1.96469 -1.76799 0.64492
C 1.16147 1.74980 0.78869
C -0.31105 3.64608 -1.42102
C -1.39367 4.16036 -2.07283
Cl -1.44399 5.87304 -2.40701
H -3.33077 4.20894 -5.46575
H -4.41922 3.13999 -5.08880
H -2.75282 2.64772 -4.88811
H -3.00037 1.36505 -2.82734
H -1.19991 -1.47435 -0.33788
H -2.78317 -0.63170 -0.62881
H -1.42265 0.16244 0.29150
H 3.20060 2.17138 0.78925
H 3.03822 -2.74788 2.94200
H 3.00644 -1.28958 3.92538
H 1.00033 -2.20526 4.47251
H 0.50573 -0.92353 3.31646
H -0.72298 -3.74033 3.82932
H -1.90156 -5.42262 2.23091
H -1.17279 -5.03947 -0.31103
H 0.76848 -3.59801 -0.86151
H 1.75079 -1.15729 -0.20074
H 2.82538 -2.39294 0.32431
H 1.03382 2.72885 1.21309
H 0.52427 1.09177 1.36566
H 0.41151 4.23717 -0.96843

Force components x, y, z for each atom (eV/Å):
C -0.738 -1.615 0.274
O 1.942 -3.228 -1.124
C -0.071 2.829 0.343
C 1.005 2.175 0.151
C -0.332 0.096 0.935
O -1.095 0.817 0.406
C -1.303 0.424 -0.129
C 0.588 -0.738 -0.856
C 4.893 -1.672 -0.249
N -4.487 1.005 0.738
O -1.965 0.496 0.483
C -1.543 -3.760 1.915
C 0.874 0.760 0.528
O -0.009 0.902 -0.480
N -1.557 -0.663 -1.659
C 1.128 2.949 1.510
C -0.560 0.777 -0.152
C -0.575 -0.470 -0.905
C -2.356 -2.052 1.600
C 4.101 3.335 -3.102
C -0.877 0.454 3.447
C -0.768 -1.642 -2.445
C 1.446 1.381 3.376
C 2.156 -0.881 0.962
C 1.341 -0.861 -1.905
C -1.431 -1.455 -0.525
C -0.959 0.030 -1.162
Cl -0.139 -0.349 0.267
H 1.167 1.858 -0.341
H -0.396 -0.339 1.269
H -0.369 0.930 0.485
H -2.249 -2.174 -1.141
H 0.121 -0.323 -0.044
H 2.109 0.461 -0.450
H -0.046 -0.109 -0.193
H 2.150 2.574 1.429
H -0.119 -0.966 -0.214
H -0.349 -0.517 -1.559
H -0.619 -0.461 -0.575
H 1.130 -0.759 0.362
H 0.064 -0.227 -1.048
H -0.229 -0.043 -0.004
H -0.228 -0.924 -0.699
H -0.871 -0.125 0.695
H -0.256 0.927 -0.301
H -0.732 -0.085 -0.313
H 0.111 0.539 0.067
H -0.313 -0.427 -0.208
H 1.213 1.144 0.544

Output
Structure (SMILES) = COc1cc(OC)c(C2=NO[C@H](C(=O)N3CCc4ccccc4C3)C2)cc1Cl

***

[4]
The following is a quantum chemistry calculation of C21H21CuO4SSb as an isolated structure, from the OMol25 dataset.

Geometry (Å):
Cu -1.08449 -0.18078 -0.35383
O 1.60510 -0.13282 -1.42311
S 0.79797 -1.35738 -1.56863
O 1.55596 -2.51784 -1.99169
O 0.15186 -1.63921 -0.19795
O -0.36810 -1.06035 -2.46851
C -3.60872 0.18305 -2.63525
C -3.91931 1.65080 -2.77857
C -4.82598 2.06921 -3.75166
C -5.12318 3.41067 -3.93748
C -4.50645 4.37257 -3.15299
C -3.59767 3.97619 -2.18356
C -3.30905 2.62947 -1.98134
Sb -1.83414 2.10347 -0.54384
C -2.61949 3.00272 1.22479
C -3.91675 3.50357 1.26206
C -4.46199 3.99119 2.44324
C -3.70297 3.97444 3.60064
C -2.40968 3.47143 3.57083
C -1.85112 2.97586 2.39709
C -0.44768 2.42592 2.41682
C -0.44639 3.62057 -1.09917
C -0.30703 4.77429 -0.33928
C 0.57175 5.77739 -0.72636
C 1.31327 5.61792 -1.88540
C 1.16855 4.46975 -2.65096
C 0.29301 3.45299 -2.28036
C 0.14236 2.23172 -3.13833
H -4.17765 -0.40063 -3.35848
H -3.86901 -0.18334 -1.63886
H -2.54685 -0.04137 -2.78314
H -5.29942 1.32318 -4.37931
H -5.83092 3.70377 -4.70339
H -4.72044 5.42375 -3.30094
H -3.09278 4.72980 -1.58840
H -4.51535 3.51641 0.35846
H -5.47315 4.37840 2.45507
H -4.11463 4.34964 4.52948
H -1.81810 3.45742 4.47921
H 0.02353 2.61160 3.38153
H 0.17949 2.88340 1.64886
H -0.42158 1.34819 2.23730
H -0.89073 4.89889 0.56730
H 0.67489 6.67217 -0.12519
H 2.00960 6.38792 -2.19494
H 1.75300 4.34746 -3.55502
H 0.79507 2.28432 -4.00992
H -0.88800 2.14104 -3.49778
H 0.41440 1.31062 -2.61083

Force components x, y, z for each atom (eV/Å):
Cu 0.217 -0.070 -0.262
O 0.053 0.047 -0.018
S 0.161 -0.093 -0.226
O -0.022 0.022 -0.012
O -0.145 -0.098 0.297
O -0.171 0.157 0.169
C 0.012 -0.021 0.021
C 0.014 -0.021 0.002
C -0.002 0.016 0.008
C -0.007 -0.021 -0.003
C -0.010 0.044 -0.006
C 0.010 -0.009 -0.001
C -0.086 -0.060 -0.046
Sb 0.072 0.129 0.100
C -0.097 -0.020 -0.060
C -0.020 0.025 -0.016
C -0.008 -0.001 -0.033
C 0.030 -0.001 0.024
C -0.038 0.034 0.031
C 0.105 -0.035 0.034
C 0.031 0.019 0.007
C 0.055 -0.089 -0.114
C -0.059 0.010 0.079
C 0.009 0.015 0.001
C 0.015 -0.005 -0.008
C 0.025 0.037 0.055
C -0.021 -0.025 0.014
C 0.030 -0.041 -0.043
H 0.004 0.006 -0.007
H -0.011 0.014 0.004
H -0.004 0.010 -0.021
H 0.000 -0.001 -0.001
H 0.004 0.002 -0.001
H 0.000 -0.002 0.003
H -0.001 -0.001 0.012
H 0.004 -0.007 0.001
H -0.002 -0.001 -0.005
H 0.002 0.003 0.001
H -0.002 0.001 0.001
H 0.002 -0.002 0.002
H -0.005 0.017 -0.012
H -0.081 -0.014 -0.027
H 0.009 0.007 -0.010
H -0.002 -0.004 0.008
H -0.004 0.002 -0.008
H -0.001 0.006 -0.007
H -0.044 0.053 -0.018
H 0.003 -0.043 0.000
H -0.027 0.011 0.090

Output
Net charge = -1

***

Let's list LUMO level in order: -2.62 -2.32 0.61 2.44 eV.
Let's list orbital gap in order: 0.3037 0.1063 0.3566 0.2624 Ha.
Let's list HOMO energy in order: -10.88 -5.21 -9.10 -4.70 eV.